# 1
The following is a DFT calculation (ωB97M-V/def2-TZVPD) of one molecule with the formula C4H5IN2.

The geometry in XYZ format:
```
12
Properties=species:S:1:pos:R:3:nbo_charge:R:1
N 1.37 1.29 -0.75 -0.500
H -1.24 -2.02 0.68 0.238
C 0.59 0.34 -1.27 -0.082
C -0.12 -0.36 -0.37 0.186
H -2.24 -0.93 -0.29 0.231
H 1.79 2.17 1.05 0.195
C -1.19 -1.30 -0.25 -0.691
N 0.29 0.68 1.07 -0.643
I -0.32 0.50 2.94 0.377
C 1.20 1.50 0.52 0.224
H -0.92 -1.86 -1.11 0.251
H 0.79 -0.01 -2.22 0.214
```

## Properties
* net charge: 0
* frontier orbital gap: 8.316 eV
* relative energy (zero: lowest compared OMol25 entry of this formula, charge and spin): 245.3 kJ/mol
* LUMO: -0.199 eV
* SMILES string: Cc1cncn1I

=====

# 2
The following is a DFT calculation (ωB97M-V/def2-TZVPD) of a 6-piece molecular cluster, C8H30N2O6 overall.

The geometry in XYZ format:
```
46
Properties=species:S:1:pos:R:3:nbo_charge:R:1
H 9.18 8.03 23.39 0.226
C 4.25 5.18 24.39 -0.254
H 6.18 2.72 22.96 0.167
O 1.81 7.67 25.51 -0.946
O 3.39 10.59 25.59 -0.929
H 1.05 10.67 23.72 0.494
C 8.60 7.45 24.11 -0.622
C 7.18 7.41 23.54 -0.087
O 7.55 3.27 21.42 -0.535
H 3.39 10.03 24.81 0.461
C 6.64 2.29 22.07 -0.268
H 2.87 8.73 22.93 0.509
N 5.92 6.11 20.40 -0.567
N 6.59 8.67 23.59 -0.537
O 4.96 6.11 23.72 -0.561
H 3.82 10.06 26.26 0.468
H 7.28 1.47 22.40 0.217
H 6.90 6.23 20.58 0.363
C 7.03 3.93 20.27 -0.080
O 0.87 9.73 23.74 -0.974
H 3.35 5.09 23.77 0.213
H 5.02 4.11 18.72 0.231
H 2.73 7.92 25.59 0.443
H 5.69 8.52 23.15 0.417
H 3.62 4.67 19.87 0.234
O 3.79 8.49 22.88 -0.991
H 1.39 8.43 25.11 0.495
H 8.68 7.93 25.08 0.247
H 4.22 3.18 19.98 0.230
H 5.45 4.53 21.66 0.228
H 5.46 6.61 21.15 0.375
H 9.05 6.45 24.15 0.243
H 3.87 7.70 23.41 0.484
C 5.70 4.66 20.61 -0.114
H 7.27 7.05 22.51 0.229
H 6.87 5.56 24.49 0.200
H 7.86 4.51 19.86 0.204
H 7.29 9.19 23.08 0.389
C 6.22 6.39 24.23 -0.084
C 4.58 4.17 19.71 -0.621
H 5.82 1.97 21.43 0.183
H 4.15 5.51 25.42 0.181
H 6.88 3.18 19.50 0.187
H 4.61 4.15 24.41 0.178
H 5.96 6.76 25.22 0.184
H 0.06 9.63 23.25 0.493
```

## Properties
* multiplicity: 2
* net charge: +1
* frontier orbital gap (spin up / spin down): 10.656 / 3.791 eV
* relative energy (zero: lowest compared OMol25 entry of this formula, charge and spin): 104.1 kJ/mol
* LUMO (spin up / spin down): -2.457 / -8.724 eV
* <S²>: 0.759

=====

# 3
The following is a DFT calculation (ωB97M-V/def2-TZVPD) of C20H21B11Br6NOS2Sn as an isolated structure.

The geometry in XYZ format:
```
63
Properties=species:S:1:pos:R:3:nbo_charge:R:1
Sn -0.10 -0.62 1.12 1.462
B 2.91 5.56 1.43 -0.066
C 0.58 -5.19 -2.16 -0.174
Br 5.20 4.47 -0.61 0.399
C -2.00 -1.60 -5.73 -0.196
N -2.15 -0.57 2.66 -0.626
B 1.24 3.21 1.52 -0.049
H -4.36 -4.06 0.60 0.232
C -5.34 -2.22 3.27 -0.161
H -0.75 -3.60 -1.61 0.224
S -3.90 -0.11 4.48 0.563
H 3.48 -4.82 -3.90 0.259
H -6.16 -2.13 3.97 0.253
C -5.36 -3.18 2.27 -0.180
B 1.30 4.95 1.85 -0.083
Br 2.03 0.52 3.12 0.024
H 0.38 5.67 1.84 0.139
C 0.17 -3.87 -2.10 -0.236
C 2.55 -4.55 -3.41 -0.173
B 3.26 3.63 3.53 -0.060
C -3.17 -1.49 2.45 0.164
C -2.42 0.19 3.68 -0.098
H 2.46 5.88 3.76 0.360
H -4.15 -1.55 -5.74 0.264
Br 1.41 4.65 -1.39 0.109
C -1.02 -1.32 -3.55 -0.081
H -2.34 -1.05 -1.87 0.247
C 2.55 5.10 3.02 -0.539
H 5.04 5.35 2.83 0.144
B 4.10 4.76 2.45 -0.091
H -0.02 -5.96 -1.70 0.250
H 2.77 -2.46 -3.82 0.247
Br 5.64 1.84 2.20 0.195
C -2.27 -1.21 -2.94 -0.189
H -2.38 -2.56 0.75 0.186
C -0.88 -1.50 -4.95 -0.127
B 1.51 3.76 3.18 -0.062
B 2.08 4.30 0.39 -0.081
C 0.98 -2.91 -2.70 -0.180
Br -0.44 2.23 0.98 -0.013
B 4.07 2.96 2.09 -0.049
C -3.39 -1.33 -3.72 -0.112
H 3.04 6.68 1.12 0.136
C -3.26 -1.51 -5.13 0.049
C -3.21 -2.47 1.44 -0.258
C -4.31 -3.30 1.37 -0.182
B 3.88 4.21 0.75 -0.118
B 2.81 2.69 0.82 -0.095
H 2.09 -6.56 -2.83 0.257
O 0.09 -0.93 -1.17 -1.077
C 1.77 -5.53 -2.80 -0.123
H 0.11 -1.55 -5.40 0.264
S 0.50 -1.18 -2.62 1.341
H -4.37 -1.27 -3.27 0.265
B 2.43 2.38 2.55 -0.108
H -6.21 -3.84 2.20 0.250
H -1.76 0.97 4.02 0.244
C -4.23 -1.39 3.35 -0.256
H -1.91 -1.74 -6.80 0.277
C 2.16 -3.23 -3.36 -0.223
Br 2.89 1.20 -0.45 0.007
H 0.73 3.70 4.05 0.120
H 3.64 3.49 4.62 0.135
```

## Properties
* net charge: +3
* frontier orbital gap (spin up / spin down): 3.238 / 3.929 eV
* LUMO (spin up / spin down): -12.777 / -12.086 eV

=====

# 4
The following is a DFT calculation (ωB97M-V/def2-TZVPD) of C15H15NO3Tl as an isolated structure.

The geometry in XYZ format:
```
35
Properties=species:S:1:pos:R:3:lowdin_charge:R:1
C 0.44 2.00 -3.13 -0.653
C -1.00 -2.09 -2.71 -0.144
H -0.67 -1.22 -4.75 0.086
H 0.52 -1.95 5.86 0.093
C 1.22 -2.44 -2.28 -0.303
O 0.67 -0.87 1.27 -0.201
H 0.62 -1.88 3.39 0.113
H 2.36 1.85 -2.62 0.014
H -1.54 1.90 5.82 0.107
C 0.70 2.49 -4.43 0.011
H 1.96 -1.48 -4.18 0.085
C 1.12 -1.79 -3.54 -0.209
H -0.15 2.90 -4.98 0.027
C -0.92 1.85 -2.73 0.039
C -0.30 0.03 3.21 -0.075
C -0.51 -0.02 5.99 -0.111
H -1.72 2.15 -3.41 0.040
H -2.09 -2.11 -2.66 0.083
O -0.57 0.99 1.03 -0.058
H 1.75 2.54 -4.73 0.031
C 0.17 -1.06 3.94 -0.037
H 2.15 -2.83 -1.83 0.070
C 0.10 -1.09 5.33 -0.112
C -0.95 1.11 3.88 -0.268
H -1.15 1.55 -1.72 0.035
H -0.35 -2.97 -0.75 0.086
C -0.10 -2.58 -1.74 -0.203
Tl 1.50 -0.17 -0.89 1.127
H -1.26 1.85 2.17 0.083
O -1.45 2.11 3.15 0.038
C -0.25 -1.60 -3.82 -0.147
N 1.41 1.74 -2.27 -0.134
C -0.07 0.06 1.74 -0.583
C -1.05 1.07 5.29 -0.022
H -0.58 -0.04 7.08 0.091
```

## Properties
* net charge: -1
* frontier orbital gap (spin up / spin down): 5.268 / 6.533 eV
* relative energy (zero: lowest compared OMol25 entry of this formula, charge and spin): 0.0 kJ/mol
* LUMO (spin up / spin down): 1.114 / 2.653 eV

=====

# 5
The following is a DFT calculation (ωB97M-V/def2-TZVPD) of one molecule with the formula C4H4ClF.

The geometry in XYZ format:
```
10
Properties=species:S:1:pos:R:3:nbo_charge:R:1
H -2.15 1.13 -1.25 0.233
H -1.33 2.26 -0.18 0.236
H 1.79 -1.63 1.41 0.215
C -1.15 1.28 -0.72 -0.452
C -0.30 0.27 -0.51 0.318
Cl 1.42 1.42 1.19 -0.019
C 0.73 -0.11 0.44 -0.044
C 1.08 -1.42 0.57 -0.384
F -0.56 -0.86 -1.30 -0.356
H 0.47 -2.34 0.36 0.252
```

## Properties
* net charge: 0
* frontier orbital gap: 9.533 eV
* relative energy (zero: lowest compared OMol25 entry of this formula, charge and spin): 108.1 kJ/mol
* LUMO: 0.026 eV
* SMILES string: C=C(F)C(=C)Cl

=====

# 6
The following is a DFT calculation (ωB97M-V/def2-TZVPD) of C41H39N6O4P2Sn as an isolated structure.

The geometry in XYZ format:
```
93
Properties=species:S:1:pos:R:3:lowdin_charge:R:1
C 3.23 -6.50 1.21 -0.027
O 1.14 -0.06 -2.10 -0.157
H -4.56 -0.32 -4.59 0.101
H 1.13 5.68 6.91 0.135
C -7.18 0.08 -3.90 -0.099
H 2.45 6.74 2.80 0.095
N 1.68 0.32 5.25 0.094
H -2.52 1.83 3.19 0.125
H 2.87 8.17 3.77 0.103
C -5.93 -0.27 -1.88 -0.319
H -4.09 1.38 -4.71 0.101
H 4.30 1.85 -1.60 0.136
C 5.78 0.30 -1.41 -0.009
H 3.14 4.61 3.27 0.108
H -7.48 1.66 -1.02 0.143
C -7.48 1.58 -2.10 -0.139
C 0.47 -0.14 1.77 -0.131
H -5.77 3.14 -4.51 0.148
H 1.42 -3.71 1.80 0.110
C 1.69 2.60 5.58 -0.270
H -1.67 -4.04 -3.29 0.113
C 0.01 -3.31 -2.18 -0.062
N -6.17 1.05 -4.55 -0.070
C 2.53 -1.33 2.13 0.000
C 2.08 -3.09 -3.43 -0.057
P 2.23 -2.53 -0.76 1.048
H -0.58 1.32 4.66 0.129
C 1.37 -2.98 -2.24 -0.294
C 2.58 4.32 4.15 0.006
H -5.27 2.56 -0.99 0.095
C 2.67 -0.81 3.40 0.020
H 1.92 -5.90 2.79 0.122
C -0.62 -3.76 -3.33 -0.056
H -6.28 1.01 -5.56 0.186
H -2.35 1.27 0.79 0.075
H -5.77 -1.32 -2.15 0.097
C 2.93 7.09 3.71 -0.039
C 3.80 -6.16 -0.02 -0.035
O 1.20 -1.68 0.10 -0.176
H -0.41 -4.23 -5.41 0.119
H 1.98 -3.64 -5.50 0.122
C 6.00 -1.04 -1.18 -0.016
C 2.69 -4.03 0.08 -0.284
H 4.44 -6.86 -0.53 0.124
C 2.37 2.98 4.42 0.001
H 3.94 -4.70 -1.56 0.114
C -1.56 0.97 1.48 -0.183
H 2.79 2.24 3.75 0.112
H -6.04 -0.24 -0.79 0.098
H 0.79 3.25 7.41 0.128
H 6.61 0.98 -1.55 0.129
H -4.54 3.17 -2.46 0.096
C 1.44 -1.05 1.33 -0.224
C 2.04 0.49 -1.38 -0.607
H 5.13 -2.95 -0.76 0.106
N -0.54 0.30 0.93 -0.056
C 1.43 -3.54 -4.57 -0.039
H 3.53 -1.07 4.00 0.134
H -8.15 0.34 -4.32 0.153
C 4.93 -1.91 -1.00 -0.036
N 1.42 1.29 5.96 0.117
C -1.65 1.32 2.81 -0.012
C 3.63 -1.44 -1.08 -0.203
C 1.68 0.01 3.94 -0.214
C 2.10 -4.38 1.29 -0.061
C 1.45 4.91 6.22 0.032
H 3.30 -2.00 1.77 0.120
H 3.98 6.78 3.73 0.105
C 3.52 -4.94 -0.59 -0.076
C -0.57 1.03 3.62 0.058
H -6.89 -0.93 -4.22 0.148
C -5.19 2.39 -2.06 -0.323
H -0.53 -3.25 -1.25 0.116
C 2.38 -5.62 1.85 -0.036
C 2.10 5.29 5.04 -0.262
C -6.51 2.47 -4.07 -0.099
H 7.01 -1.43 -1.13 0.128
N -7.16 0.21 -2.49 -0.146
Sn -0.41 1.16 -1.18 1.466
H -8.48 1.83 -2.47 0.147
O 2.25 6.60 4.86 -0.038
H 3.44 -7.47 1.65 0.125
C 4.48 0.79 -1.45 0.025
P -4.43 0.72 -2.36 0.999
C 1.26 3.58 6.49 0.012
H 3.13 -2.83 -3.48 0.118
C 3.41 -0.07 -1.31 -0.118
H -7.50 2.69 -4.48 0.153
O 1.71 1.49 -0.68 -0.105
N -6.52 2.54 -2.66 -0.146
C 0.09 -3.87 -4.52 -0.043
C -4.75 0.68 -4.19 -0.272
C 0.53 0.34 3.11 -0.052
```

## Properties
* net charge: +3
* frontier orbital gap: 6.123 eV
* relative energy (zero: lowest compared OMol25 entry of this formula, charge and spin): 67.1 kJ/mol
* LUMO: -7.607 eV

=====

How do the records compare in F_max? In the order shown, they have 5.68, 4.73, 1.11, 2.74, 3.34, 1.20 eV/Å.